(1)
The following is a DFT calculation (wB97M-V/def2-TZVPD) of a molecular structure, C43H59BGe2N9S2SbTi in a non-equilibrium geometry.

```
118
Properties=species:S:1:pos:R:3:forces:R:3
Ti 0.58113 0.05785 -0.09823 3.0 -1.1 -1.6
C 1.78608 -2.27053 2.55924 0.0 0.2 0.2
C 0.62614 -1.35508 2.75694 -0.1 0.1 -0.1
C -0.37496 -1.41514 3.72437 0.0 -0.3 0.2
C -1.22738 -0.37047 3.44272 -0.2 -0.1 0.2
N -0.75476 0.30379 2.39367 0.5 0.2 -0.1
N 0.39702 -0.30838 1.94889 -0.4 0.0 0.4
B -1.16434 1.71320 1.86397 -0.1 -0.1 -0.2
N -2.02011 1.51424 0.57438 0.1 -0.2 0.1
C -3.24432 1.95715 0.24519 0.1 0.0 0.1
C -3.52914 1.52888 -1.03100 -0.1 0.1 -0.2
C -2.39478 0.82493 -1.44605 0.1 -0.3 0.2
C -2.18588 0.19384 -2.77521 -0.2 0.1 0.0
N -1.49416 0.76910 -0.46121 -0.5 0.7 0.1
N 0.12891 2.48209 1.47588 -0.2 -0.3 -0.4
C 0.46444 3.72193 1.82923 0.0 0.2 0.3
C 1.55336 4.10738 1.08050 0.1 0.3 0.0
C 1.82569 3.03425 0.23351 -0.3 -0.3 0.2
C 2.87302 3.00276 -0.81761 -0.1 0.0 0.0
N 0.95149 2.03023 0.48040 0.0 1.5 0.4
N -1.85163 2.50483 2.97382 0.0 -0.1 -0.2
C -1.43667 2.56994 4.26904 0.1 0.0 -0.2
C -2.06592 3.63532 4.85400 -0.2 0.1 0.1
C -2.86697 4.19303 3.82595 0.0 0.2 0.1
C -3.79320 5.37426 3.90256 0.1 -0.1 0.0
N -2.71212 3.53130 2.69494 0.2 -0.4 0.2
H 1.63200 -3.19657 3.10960 0.0 0.1 0.0
H 2.70470 -1.80080 2.91421 0.0 0.0 0.0
H 1.91715 -2.50942 1.50549 0.0 0.0 -0.1
H -0.48690 -2.16887 4.49064 0.0 0.1 -0.1
H -2.15198 -0.07284 3.91919 0.2 0.0 0.0
H -3.80470 2.55617 0.94515 0.1 -0.1 -0.1
H -4.42945 1.70336 -1.60695 0.2 0.0 0.1
H -3.08541 -0.33639 -3.08155 -0.1 -0.1 0.0
H -1.36761 -0.51201 -2.75521 0.0 -0.2 0.0
H -1.97859 0.95676 -3.52938 0.0 0.0 0.1
H -0.09559 4.25270 2.58988 0.1 -0.1 -0.1
H 2.07528 5.05499 1.11372 -0.1 -0.2 0.0
H 2.51087 3.54217 -1.69692 0.0 0.0 0.0
H 3.10307 1.98392 -1.10773 0.0 -0.1 0.0
H 3.77784 3.50055 -0.46352 0.0 0.0 0.0
H -0.70387 1.87773 4.66900 -0.2 0.1 -0.1
H -1.98659 3.96447 5.88078 0.0 0.0 -0.2
H -3.57741 5.96887 4.79051 0.0 0.0 0.0
H -4.83992 5.06152 3.95526 0.1 0.0 0.0
H -3.68051 6.01124 3.02353 0.0 -0.1 0.0
C 2.99652 1.28008 -3.91114 0.1 0.0 0.1
Sb 0.97971 0.89367 -3.29882 0.1 0.0 0.1
C 0.13805 1.96800 -4.96495 0.0 0.1 -0.1
C 0.93841 -1.03158 -4.25456 0.0 -0.1 0.0
H 3.03295 1.15388 -4.99577 0.1 0.0 0.1
H 3.67136 0.56451 -3.43282 -0.1 0.1 -0.1
H 3.30733 2.29355 -3.64864 0.0 -0.1 -0.1
H 0.29173 1.38504 -5.87912 0.0 0.1 0.1
H 0.65602 2.92991 -5.04698 -0.1 -0.2 0.0
H -0.92786 2.16567 -4.82242 0.2 0.0 -0.1
H 1.57630 -0.99356 -5.14096 -0.1 0.0 0.1
H -0.08325 -1.27845 -4.55167 0.1 0.0 0.0
H 1.30292 -1.80584 -3.57205 -0.1 0.1 -0.1
S -0.64854 3.86546 -1.92512 0.1 0.0 0.0
C -1.69885 4.69577 -2.87293 0.0 0.0 0.0
N -3.03049 4.73848 -2.71293 -0.4 0.1 0.1
C -3.75807 5.76778 -3.44815 0.1 -0.2 0.0
C -2.97067 5.95899 -4.73661 0.1 0.0 0.1
S -1.24102 5.66887 -4.25277 0.1 0.1 -0.1
H -3.39191 4.33731 -1.85933 0.0 0.0 0.0
H -3.79969 6.69629 -2.87975 0.0 0.1 0.1
H -4.77411 5.44080 -3.65357 -0.1 0.0 0.0
H -3.07492 6.96326 -5.13496 0.0 0.0 0.0
H -3.25636 5.23334 -5.49425 0.0 0.0 0.0
C -1.48727 -3.01134 -2.05857 0.0 0.0 -0.2
Ge -0.20492 -2.46474 -0.61639 -0.8 -0.4 0.2
C 1.04667 -3.99790 -0.88001 0.4 0.0 -0.1
C 2.39803 -3.80665 -1.18610 -0.1 -0.4 0.0
C 3.24301 -4.88043 -1.48840 -0.2 0.1 0.1
C 2.74491 -6.17522 -1.48762 0.0 0.0 0.0
C 1.40115 -6.38935 -1.18503 0.0 0.1 0.0
C 0.56901 -5.31545 -0.89073 0.1 0.0 -0.1
C -1.45428 -2.97581 0.92703 -0.1 0.0 0.1
C -2.62985 -2.25156 0.91975 0.0 -0.2 0.2
C -3.66019 -2.43407 1.87964 0.2 0.0 -0.1
C -3.51737 -3.35885 2.87174 0.0 0.0 0.0
C -2.32839 -4.12731 2.95389 0.1 0.0 0.0
C -2.14544 -5.06341 4.01014 0.0 0.1 -0.1
C -0.98494 -5.77069 4.13398 0.1 0.0 -0.1
C 0.06119 -5.57164 3.19926 -0.1 -0.1 0.1
C -0.09223 -4.68641 2.17033 -0.2 0.0 -0.1
C -1.29330 -3.93503 1.99192 0.1 0.0 0.0
H -1.59720 -4.09838 -2.00227 0.0 0.1 0.0
H -1.11906 -2.76305 -3.06192 -0.1 -0.1 0.2
H -2.47286 -2.56176 -1.91887 0.1 0.0 0.0
H 2.80420 -2.80568 -1.17543 0.0 0.0 0.0
H 4.28862 -4.69973 -1.71981 -0.1 0.0 0.0
H 3.39455 -7.01464 -1.72078 -0.1 0.1 0.0
H 1.00317 -7.39978 -1.17400 0.0 0.1 0.0
H -0.47260 -5.51263 -0.64696 0.1 0.0 0.0
H -2.79364 -1.50950 0.14692 0.0 0.1 0.0
H -4.56248 -1.83305 1.81670 0.1 0.0 0.0
H -4.29797 -3.51372 3.61350 0.1 0.0 -0.1
H -2.95133 -5.19774 4.72690 0.1 0.0 -0.1
H -0.85975 -6.47995 4.94404 0.0 0.0 0.0
H 0.98899 -6.12781 3.30007 -0.1 0.1 0.0
H 0.71758 -4.54128 1.46784 -0.1 -0.1 0.1
C 5.42610 0.35782 -0.84291 0.2 0.2 -0.2
Ge 4.00264 -0.41628 0.25328 -0.1 0.2 0.2
C 3.85805 0.73271 1.84025 0.0 0.2 0.1
C 4.76713 -2.14271 0.77924 0.1 -0.2 0.1
C 2.34111 -0.45985 -0.75336 -1.7 0.1 0.5
H 6.32308 0.44526 -0.21686 -0.1 0.0 -0.2
H 5.17089 1.35093 -1.22927 0.1 -0.2 0.1
H 5.65933 -0.29820 -1.68961 0.0 0.1 0.1
H 4.62345 0.46434 2.57809 -0.1 0.0 -0.1
H 2.87614 0.66610 2.31086 0.0 0.0 0.0
H 4.01783 1.77871 1.54910 0.0 -0.2 0.1
H 5.34628 -1.98878 1.69957 -0.1 -0.1 -0.2
H 5.45286 -2.47553 -0.00929 -0.1 0.0 0.2
H 4.03195 -2.93161 0.94929 0.1 0.1 0.0
H 2.52825 -0.86779 -1.75438 0.1 0.1 0.1
```
Forces are in eV/Å.

lowest unoccupied orbital energy (spin up / spin down)	0.00874 / 0.00872	hartree
molecular weight	1091.801	u
DFT total energy	-223993.768	eV
relative energy (zero: lowest compared OMol25 entry of this formula, charge and spin)	0.044	eV
net charge	0
strongest force on any atom	3.6	eV/Å

Atom charges from the Mulliken analysis, given in e for atoms 1 to 6:
1. Ti -3.500
2. C -0.293
3. C -0.027
4. C -1.486
5. C -0.346
6. N 0.636

---

(2)
The following is a DFT calculation (wB97M-V/def2-TZVPD) of a molecular structure, C43H60CdFN5O3Si2 in a non-equilibrium geometry.

```
115
Properties=species:S:1:pos:R:3:forces:R:3
Cd 14.86691 10.98531 15.34769 1.2 0.5 -0.2
O 11.78143 11.59542 17.16161 0.2 2.9 -0.9
C 11.91927 12.16108 18.44402 0.1 -1.2 1.2
C 10.86001 11.78457 19.48307 0.2 -0.3 0.7
C 9.39540 11.65141 19.09598 0.2 -1.2 -1.1
C 8.78156 12.69745 18.22873 1.3 2.7 1.5
C 9.24255 14.07342 18.34110 -1.1 -2.0 -0.2
C 8.57825 14.98500 17.52375 0.4 -0.2 0.1
C 7.58047 14.55359 16.65637 -0.7 -0.8 -0.2
C 7.18076 13.18113 16.70316 0.0 2.5 -0.3
N 7.72683 12.34150 17.54120 0.6 -1.3 -0.5
H 11.57750 10.70589 17.17527 -0.6 -3.0 0.4
H 11.88622 13.21957 18.34406 0.5 0.8 -0.5
H 12.86368 11.79181 18.88725 -0.1 0.7 -0.3
H 10.88771 12.55148 20.27430 0.4 -0.1 -0.2
H 11.20197 10.85540 19.98950 -0.5 0.4 -0.3
H 8.84732 11.66155 20.01837 -0.5 -0.4 0.5
H 9.19552 10.68597 18.57002 0.1 0.6 0.6
H 9.96474 14.29147 19.15098 -0.4 0.2 -1.0
H 8.83293 16.03597 17.49397 0.1 0.0 0.3
H 7.10106 15.33753 16.04260 0.1 -0.9 0.1
H 6.39410 12.74505 16.10877 -0.3 0.4 -0.3
C 17.14702 10.39421 12.90690 0.1 -0.5 -1.1
Si 17.99496 11.67638 14.00890 0.1 -1.3 0.2
C 18.78754 12.99562 12.94542 -0.8 1.3 0.7
C 19.41093 10.77437 14.96027 -1.0 -0.4 0.1
N 16.75378 12.14204 15.14939 -0.9 -0.6 -0.3
C 17.01527 13.04664 16.11614 0.6 1.5 0.9
C 18.35894 13.41996 16.44217 0.2 -1.7 -1.4
C 18.71308 14.40053 17.28916 -2.0 2.8 2.0
C 17.70501 15.16607 17.95357 -1.0 -2.3 -1.2
C 16.34681 14.70874 17.81823 2.4 1.4 -0.1
C 16.04553 13.77491 16.87197 0.3 -1.5 -0.1
F 14.71218 13.37641 16.79379 0.3 -0.1 -0.3
H 17.93764 10.08061 12.15862 -0.8 0.0 0.8
H 16.38122 10.89489 12.27582 0.2 -0.2 0.4
H 16.67113 9.45315 13.32940 0.7 1.1 -0.2
H 19.59405 12.61302 12.36060 0.7 -0.5 -0.3
H 19.18710 13.82259 13.58194 -0.2 -0.6 -0.4
H 18.09594 13.46637 12.23602 -0.1 -0.1 0.2
H 19.66668 9.79043 14.55996 0.0 0.1 -0.3
H 18.85857 10.53835 15.88849 0.6 0.1 0.1
H 20.34114 11.30090 15.17937 -0.2 0.1 0.0
H 19.17740 12.86489 15.95910 -0.6 0.3 0.2
H 19.69854 14.73670 17.52232 0.8 -0.3 -0.4
H 17.97498 16.04592 18.48495 0.0 0.4 0.7
H 15.57701 15.16453 18.39808 -0.6 0.3 0.2
C 13.01399 8.62504 12.30998 0.6 2.1 0.3
N 11.75116 8.55728 13.10585 -0.2 -0.6 -1.4
C 11.21007 7.19237 12.88350 0.0 -0.9 0.7
C 11.91163 9.00026 14.51761 -0.2 0.3 1.1
C 13.01590 8.36273 15.34184 -0.6 -0.3 -0.2
C 12.79080 7.03256 15.70077 0.0 -0.5 -0.3
C 13.71305 6.36200 16.46659 0.9 0.4 1.3
C 14.82680 7.04349 17.03092 -0.4 -0.2 -1.1
C 14.99771 8.36546 16.70707 -0.3 0.3 0.0
C 14.10426 9.04261 15.85931 0.4 1.0 0.0
H 12.84827 8.43788 11.26007 -0.4 0.0 -0.2
H 13.73348 7.91656 12.67643 0.2 -0.2 0.4
H 13.34880 9.67858 12.45392 0.3 -0.8 -0.4
H 11.09828 9.19568 12.61820 0.4 -0.1 0.6
H 11.96511 6.47168 13.20414 0.2 0.2 -0.5
H 11.03036 7.12844 11.81326 -0.2 -0.3 0.1
H 10.35622 6.89604 13.50926 -0.2 0.8 -0.4
H 10.96448 8.73536 14.99345 -0.1 0.1 -0.1
H 11.99590 10.08515 14.51670 0.2 0.0 -0.2
H 11.90220 6.49930 15.32508 0.5 0.2 0.4
H 13.51649 5.36076 16.77159 0.0 -0.7 0.0
H 15.64235 6.61932 17.60185 -0.5 -0.7 0.2
H 15.84580 8.90270 17.13443 -0.1 -0.2 -0.1
N 13.09294 13.37304 12.38570 -0.9 -1.0 0.5
C 13.02700 12.51344 13.43909 1.5 1.4 -0.9
N 12.28145 12.86337 14.50015 -1.2 -0.2 1.2
O 13.80825 11.51482 13.50938 -1.3 0.4 -0.4
H 12.37527 14.07899 12.27602 0.1 -0.1 0.3
H 13.38020 12.90462 11.48238 0.8 -0.3 -0.3
H 11.63566 13.64226 14.50263 0.3 -0.1 -0.3
H 12.20272 12.28090 15.33741 0.3 0.2 -0.4
C 16.63852 11.99086 7.25047 -0.2 0.3 0.4
C 15.47504 11.24520 7.97620 0.7 0.3 -0.2
C 16.08097 10.30994 9.03215 0.7 -0.3 0.6
C 14.61258 10.45781 6.99598 0.6 -1.2 -0.1
Si 14.24078 12.36990 8.86773 -1.0 0.7 -0.2
O 14.07223 11.98236 10.37808 -0.4 -0.2 0.7
C 12.47068 12.42250 7.98663 1.2 -0.7 -0.4
C 12.35407 12.60027 6.59128 -0.9 0.8 0.7
C 11.14204 13.05792 6.07668 -0.2 0.2 -1.7
C 10.01733 13.27667 6.85869 -0.1 0.0 0.5
C 10.09197 12.80575 8.16491 -0.9 0.6 0.1
C 11.28148 12.39712 8.71871 0.6 -0.2 0.5
C 14.71009 14.19399 8.68802 0.1 -0.2 1.0
C 15.25412 14.80770 9.85647 -0.5 0.5 -1.8
C 15.45117 16.16793 9.87908 -0.4 0.6 -0.5
C 15.09710 16.96372 8.75325 1.4 0.1 1.5
C 14.68574 16.36957 7.59133 -0.6 -0.6 0.7
C 14.41746 14.98401 7.60158 0.1 0.8 -1.6
H 17.56622 11.39542 7.04671 -0.8 0.2 0.3
H 16.92477 12.90313 7.83784 -0.1 -0.7 -0.7
H 16.21868 12.27018 6.27767 0.4 0.5 0.1
H 16.70794 9.56027 8.50193 -0.2 0.2 0.3
H 15.38370 9.78270 9.70563 -0.1 0.2 -0.6
H 16.73123 10.84765 9.75991 -0.3 -0.1 -0.7
H 15.03139 9.42896 6.92175 -0.4 0.4 -0.3
H 14.47172 10.88939 5.99528 0.5 -0.1 0.3
H 13.61424 10.43730 7.39898 -0.5 -0.8 0.0
H 13.20089 12.53484 5.91106 -0.1 -0.1 0.3
H 11.05110 13.23514 4.98341 0.2 0.1 0.8
H 9.13533 13.85988 6.53256 0.6 -0.8 -0.1
H 9.21550 12.83521 8.80162 -0.1 0.1 0.0
H 11.27360 12.09381 9.77731 0.3 0.2 -0.4
H 15.46647 14.21815 10.70548 0.2 -0.7 0.8
H 15.84626 16.63696 10.77697 -0.1 0.1 -0.1
H 15.29415 18.03493 8.86001 -0.3 -0.3 -0.4
H 14.45352 16.98454 6.74687 -0.1 0.1 -0.5
H 13.98579 14.59635 6.64740 0.4 0.0 1.1
```
Forces are in eV/Å.

lowest unoccupied orbital energy	-0.02194	hartree
molecular weight	882.567	u
DFT total energy	-82194.510	eV
relative energy (zero: lowest compared OMol25 entry of this formula, charge and spin)	2.653	eV
net charge	0
strongest force on any atom	4.0	eV/Å

Atom charges from the Mulliken analysis, given in e for atoms 1 to 6:
1. Cd 0.680
2. O -0.339
3. C -0.476
4. C -0.974
5. C -0.484
6. C 0.688

---

Q: Among the records above, which one has the highest strongest force on any atom?
A: C43H60CdFN5O3Si2

---

Q: The lowest strongest force on any atom belongs to which entry?
A: C43H59BGe2N9S2SbTi